[1]
68
Properties=species:S:1:pos:R:3 method="wB97M-V/def2-TZVPD" energy_ev=-56037.2237 homo_ev=-10.28 de_lowest_kcal_mol=53.7 fmax_ev_per_a=5.0 lumo_energy_ha=0.0077 orbital_gap_ev=10.49 charge=0 smiles="COC(=O)OC.COC(=O)OC.COC(=O)OC.COC(=O)OC.O=C1OCCO1.O=C1OCCO1"
C -1.17799 13.69550 -0.37088
O -2.54667 13.40893 -0.82259
C -3.32784 14.19693 -1.51482
O -2.96963 15.20347 -2.14955
O -4.56287 13.69079 -1.44870
C -5.69797 14.20604 -2.26246
H -1.05695 13.06006 0.50643
H -1.12132 14.74102 -0.06795
H -0.44751 13.51936 -1.16048
H -5.42309 15.16441 -2.70299
H -6.65815 14.18351 -1.74705
H -5.81738 13.44153 -3.03015
C -1.70510 11.96812 -4.22311
O -2.41957 12.49190 -5.35979
C -3.74313 12.41405 -5.34815
O -4.47618 11.68482 -4.68925
O -4.13403 13.27847 -6.35615
C -5.49763 13.59974 -6.54596
H -1.78416 10.88771 -4.10240
H -2.18176 12.31934 -3.30795
H -0.66499 12.29212 -4.25914
H -5.77778 13.88484 -7.56002
H -5.67867 14.57693 -6.09829
H -6.27133 12.95063 -6.13588
C -1.92824 13.04897 3.83601
O -2.97086 13.97866 4.01899
C -2.98782 15.32060 3.67277
O -3.98813 16.06736 3.81215
O -1.79137 15.69843 3.11710
C -1.55213 17.06403 2.85492
H -1.57753 12.98452 2.80599
H -2.31178 12.15532 4.32833
H -1.07144 13.41611 4.40099
H -1.70362 17.76988 3.67157
H -2.31790 17.34059 2.13020
H -0.62068 17.20466 2.30653
C -5.22392 13.09121 1.59832
O -5.61617 12.30110 2.68951
C -6.15616 12.91275 3.77784
O -6.41291 14.10025 3.84155
O -6.28744 11.99412 4.71732
C -6.44521 12.30398 6.12700
H -6.09262 13.36429 0.99924
H -4.66816 12.39068 0.97504
H -4.72515 14.03429 1.82173
H -7.45341 11.95580 6.35147
H -6.40808 13.37273 6.33787
H -5.68566 11.82160 6.74224
O -8.83138 10.63039 0.06661
C -8.41701 10.67706 -1.03547
O -7.31473 10.26026 -1.61099
C -7.29542 10.67688 -2.95896
C -8.47762 11.57539 -3.13306
O -9.18080 11.35598 -1.88420
H -6.36116 11.23593 -3.01122
H -7.41750 9.77687 -3.56160
H -9.17321 11.35958 -3.94404
H -8.14615 12.61321 -3.16717
O -4.37539 20.27159 -4.50861
C -4.76535 19.57215 -3.62171
O -6.04797 19.09894 -3.56494
C -6.18678 18.29675 -2.43523
C -4.75104 18.02266 -1.98166
O -4.04100 19.03862 -2.66552
H -6.81245 18.79881 -1.69728
H -6.65788 17.33767 -2.65049
H -4.43443 16.99942 -2.18373
H -4.71602 18.30022 -0.92817

[2]
32
Properties=species:S:1:pos:R:3 method="wB97M-V/def2-TZVPD" energy_ev=-82885.6765 homo_ev="-7.40 / -8.24" de_lowest_kcal_mol=10.3 fmax_ev_per_a=1.7 lumo_energy_ha="-0.0130 / -0.0280" orbital_gap_ev="7.05 / 7.47" charge=0 spin_multiplicity=5 s2=6.0623
Cr 0.98941 0.45086 1.39630
Cl -5.61435 1.18948 -1.83436
C -3.95709 1.22404 -1.31549
C -3.06815 2.14552 -1.89832
C -1.76902 2.22023 -1.47856
C -1.26954 1.38249 -0.44168
O -0.06477 1.51154 -0.03420
C -2.17709 0.40470 0.08827
C -1.75358 -0.57763 1.01821
O -0.60754 -0.74314 1.46989
C -3.51890 0.36497 -0.35343
H -3.43007 2.78974 -2.68892
H -1.08753 2.93974 -1.91387
H -2.52233 -1.28482 1.35724
H -4.19373 -0.36532 0.07728
C 2.26033 -1.30203 3.90825
C 1.56243 -0.27747 3.08080
O 0.83147 0.59812 3.54165
H 1.60701 -1.62996 4.71937
H 3.15230 -0.85159 4.35102
H 2.56662 -2.14813 3.29833
S 3.10730 1.26963 0.74755
C 2.38164 0.07696 -0.25718
N 2.00146 0.34139 -1.55803
C 1.36701 -0.80360 -2.19289
C 2.26871 -1.97644 -1.84737
S 2.79558 -1.65304 -0.12889
H 1.53512 1.23392 -1.65814
H 1.31896 -0.64732 -3.27025
H 0.35133 -0.96934 -1.81168
H 3.16316 -1.97165 -2.46883
H 1.77386 -2.94185 -1.90206

[3]
42
Properties=species:S:1:pos:R:3 method="wB97M-V/def2-TZVPD" energy_ev=-73659.9171 homo_ev=-8.95 fmax_ev_per_a=8.6 lumo_energy_ha=-0.0606 orbital_gap_ev=7.30 charge=0
C -3.13434 1.07007 -0.70014
C -3.31468 -0.50143 -0.26555
O -4.15427 -1.25546 -1.01669
O -2.69405 -1.17154 0.88781
C -1.23797 -1.42411 0.63884
C -0.76459 -2.93571 1.06438
S -1.13948 -4.27122 -0.19413
C -0.93525 -3.68946 -1.96265
C 0.64167 -3.29510 -2.17635
C 0.93944 -2.28491 -3.43649
N -0.29044 -1.61415 -4.01705
H -3.78604 1.23734 -1.68285
H -2.01403 1.26418 -1.04133
H -3.43820 1.84798 0.13550
H -0.90583 -1.08890 -0.44069
H -0.67748 -0.68050 1.38599
H 0.39236 -2.94548 1.25776
H -1.33073 -3.22767 2.06990
H -0.10141 -5.23884 -0.00282
H -1.69357 -2.81178 -2.12881
H -1.19630 -4.61194 -2.67289
H 1.06982 -2.90326 -1.14457
H 1.21698 -4.30917 -2.39118
H 1.52592 -2.93100 -4.25122
H 1.72974 -1.48551 -3.03573
H -0.73684 -1.03369 -3.24478
H -0.03738 -0.95348 -4.81017
C 3.18654 4.66136 3.94450
F 3.40578 5.01752 5.24276
F 3.13640 5.82658 3.23075
F 4.32009 4.02117 3.52594
S 1.69029 3.64351 3.71735
O 0.59273 4.49477 4.18318
O 1.93018 2.45070 4.53355
N 1.82299 3.46312 2.14817
S 0.66021 2.57456 1.54080
O -0.68062 3.16551 1.54048
O 0.69975 1.14496 1.85963
C 1.20223 2.67026 -0.19820
F 2.45944 2.16432 -0.37978
F 1.25245 3.95695 -0.65773
F 0.38848 1.98944 -1.05547